# C43H33AsCl4O12PdS

A molecular structure, C43H33AsCl4O12PdS at a distorted geometry (wB97M-V/def2-TZVPD, OMol25).

Each line ends with the Mulliken charge.
Element x y z (Å)
Pd (-0.8490, 0.7211, -1.0269)  2.03
O (0.3235, 3.9176, -4.0283)  -0.71
As (-0.5438, 2.3854, -3.6493)  1.04
O (0.1926, 1.1757, -4.4505)  -0.77
O (-0.5529, 2.4721, -1.9822)  -0.55
C (-2.2464, 2.9554, -4.4003)  -0.23
C (-2.1703, 3.8395, -5.4755)  -0.78
C (-3.3144, 4.3248, -6.0868)  -0.54
C (-4.5599, 3.9419, -5.6194)  -0.55
C (-4.6538, 3.0758, -4.5437)  -0.78
C (-3.5113, 2.5858, -3.9208)  0.20
S (-3.7895, 1.5178, -2.4908)  1.68
O (-2.6197, 0.6223, -2.4481)  -0.68
O (-5.0511, 0.8657, -2.7811)  -0.77
O (-3.8190, 2.4172, -1.3453)  -0.78
H (0.9779, 4.0210, -3.3265)  0.27
H (-1.1964, 4.1406, -5.8377)  0.47
H (-3.2303, 4.9994, -6.9313)  0.35
H (-5.4603, 4.3200, -6.0906)  0.35
H (-5.6158, 2.7571, -4.1626)  0.44
Cl (-5.3841, -4.2710, 2.4646)  -0.18
C (-4.5057, -2.8531, 2.0316)  0.38
C (-3.7578, -2.1606, 3.0871)  0.35
Cl (-3.7977, -2.8302, 4.6740)  -0.20
C (-3.0476, -1.0499, 2.8349)  0.09
Cl (-2.1514, -0.2354, 4.0451)  -0.05
C (-3.0111, -0.4243, 1.4800)  0.51
O (-2.4601, 0.6354, 1.3200)  -0.50
C (-3.7454, -1.1872, 0.3617)  -0.18
O (-3.7585, -0.8080, -0.7641)  -0.15
C (-4.4940, -2.4152, 0.7651)  0.25
Cl (-5.3251, -3.2050, -0.4955)  -0.17
C (1.1439, -2.1679, 4.3494)  -1.55
C (1.9265, -1.4381, 3.2616)  1.46
C (3.4132, -1.4057, 3.5548)  -1.72
O (1.7383, -2.0528, 2.0092)  -0.46
C (0.5792, -1.4355, 1.4503)  0.22
C (0.6973, 0.0325, 1.9051)  -0.24
O (1.4214, -0.1103, 3.1403)  -0.23
C (1.2864, 1.1306, 0.9779)  2.01
O (0.9799, 0.8367, -0.3292)  -0.83
C (0.7383, 2.5060, 1.4094)  0.41
C (0.8622, 3.5564, 0.5039)  -0.55
C (0.3914, 4.8205, 0.8125)  -0.82
C (-0.1993, 5.0638, 2.0475)  -0.61
C (-0.3149, 4.0291, 2.9610)  -1.08
C (0.1481, 2.7566, 2.6421)  0.24
C (2.8198, 1.2272, 1.0564)  -0.14
C (3.4721, 1.6988, 2.1957)  0.05
C (4.8531, 1.8136, 2.2270)  -0.76
C (5.6093, 1.4652, 1.1125)  -0.61
C (4.9648, 1.0196, -0.0316)  -0.92
C (3.5791, 0.9094, -0.0634)  -0.32
C (0.2289, -1.8844, 0.0014)  2.57
O (-0.9560, -1.2180, -0.3125)  -0.81
C (-0.1457, -3.3979, 0.1103)  -0.27
C (0.5300, -4.4309, -0.5310)  -0.68
C (0.1130, -5.7527, -0.4018)  -1.03
C (-0.9907, -6.0766, 0.3698)  -0.72
C (-1.6825, -5.0559, 1.0111)  -0.92
C (-1.2598, -3.7452, 0.8739)  0.75
C (1.3382, -1.7596, -1.0557)  -0.44
C (2.6560, -2.1372, -0.7938)  0.76
C (3.6254, -2.0711, -1.7868)  -0.82
C (3.3018, -1.6092, -3.0545)  -0.72
C (1.9911, -1.2420, -3.3293)  -0.79
C (1.0175, -1.3477, -2.3466)  -0.05
H (1.5139, -3.1894, 4.4532)  0.37
H (0.0827, -2.1988, 4.1007)  0.11
H (1.2582, -1.6432, 5.2998)  0.38
H (3.7888, -2.4250, 3.6635)  0.42
H (3.5993, -0.8557, 4.4789)  0.33
H (3.9330, -0.9110, 2.7355)  0.34
H (-0.2897, -1.7995, 2.0153)  -0.71
H (-0.3133, 0.3588, 2.1455)  -0.07
H (1.2826, 3.3396, -0.4675)  0.53
H (0.4633, 5.6137, 0.0777)  0.37
H (-0.5790, 6.0504, 2.2877)  0.37
H (-0.7798, 4.2035, 3.9253)  0.42
H (0.0524, 1.9645, 3.3755)  0.33
H (2.8898, 1.9817, 3.0624)  0.33
H (5.3416, 2.1795, 3.1235)  0.37
H (6.6900, 1.5544, 1.1347)  0.37
H (5.5365, 0.7546, -0.9143)  0.47
H (3.0671, 0.5783, -0.9573)  0.23
H (1.3847, -4.2103, -1.1555)  0.42
H (0.6589, -6.5322, -0.9215)  0.40
H (-1.3163, -7.1062, 0.4640)  0.37
H (-2.5588, -5.2817, 1.6105)  0.34
H (-1.8121, -2.9561, 1.3643)  -0.50
H (2.9322, -2.4718, 0.1944)  0.38
H (4.6468, -2.3545, -1.5519)  0.42
H (4.0659, -1.5243, -3.8196)  0.33
H (1.7101, -0.8292, -4.2895)  0.41
H (0.0022, -1.0693, -2.5891)  0.25

As for the HOMO-LUMO gap: 5.62 eV. The calculation puts the energy relative to the best compared isomer or geometry (same formula, charge and spin) at 0.0 kJ/mol. As for the total charge: -2. The largest force on an atom is 0.02508 Eh/bohr.



# C43H33ClF2HfN3O7S

A molecular structure, C43H33ClF2HfN3O7S (wB97M-V/def2-TZVPD, OMol25).

Each line ends with the Mulliken charge.
Element x y z (Å)
Hf (-0.2442, -0.5138, 0.0860)  2.64
O (0.8362, -2.2887, -0.1978)  -0.36
C (1.4016, -3.0997, 0.6520)  0.04
C (2.7169, -3.5545, 0.4387)  -0.62
C (3.3101, -4.4363, 1.3134)  -0.60
C (2.6208, -4.9282, 2.4317)  -0.78
C (1.3347, -4.4942, 2.6517)  -0.75
C (0.7239, -3.5653, 1.7975)  0.88
C (-0.6007, -3.0957, 2.1332)  -0.42
N (-1.1882, -2.0596, 1.6631)  -0.12
C (-2.5778, -1.8395, 2.1315)  -1.49
C (-3.0893, -0.5401, 1.5394)  0.72
N (-2.5789, -0.4662, 0.1788)  -0.22
C (-3.3492, -0.1362, -0.7831)  -0.33
C (-2.9780, -0.1293, -2.1823)  0.42
C (-3.8939, 0.3729, -3.1126)  -0.63
C (-3.6335, 0.3473, -4.4629)  -0.81
C (-2.4327, -0.2242, -4.8987)  -0.51
C (-1.5231, -0.7426, -4.0025)  -0.29
C (-1.7588, -0.6886, -2.6166)  0.30
O (-0.8757, -1.1897, -1.7858)  -0.92
H (3.2417, -3.1743, -0.4297)  0.51
H (4.3301, -4.7561, 1.1323)  0.41
H (3.0931, -5.6268, 3.1089)  0.39
H (0.7805, -4.8453, 3.5169)  0.37
H (-1.1387, -3.6989, 2.8712)  0.38
H (-2.6022, -1.7754, 3.2205)  0.50
H (-3.1927, -2.6824, 1.8056)  0.42
H (-2.6371, 0.2633, 2.1271)  -1.25
H (-4.1772, -0.4508, 1.5954)  0.83
H (-4.3885, 0.1186, -0.5564)  0.33
H (-4.8208, 0.8011, -2.7447)  0.35
H (-4.3411, 0.7568, -5.1711)  0.40
H (-2.2140, -0.2656, -5.9595)  0.41
H (-0.6007, -1.2040, -4.3345)  0.50
F (2.7078, -1.1335, 4.8485)  -0.41
C (2.7360, -0.7191, 3.5628)  0.26
C (1.5589, -0.6338, 2.8550)  -1.10
C (1.5496, -0.2501, 1.5151)  0.39
C (2.8003, 0.0152, 0.9049)  0.63
C (3.9493, -0.0103, 1.6902)  0.90
F (5.1613, 0.3410, 1.1787)  -0.42
C (3.9548, -0.3824, 3.0159)  -1.28
C (2.8278, 0.2523, -0.5578)  0.49
C (3.9786, 0.4245, -1.3325)  -0.76
C (3.8619, 0.6491, -2.6905)  -0.70
C (2.6068, 0.7177, -3.2732)  -1.08
C (1.5145, 0.5155, -2.4599)  -0.55
N (1.6204, 0.2707, -1.1533)  0.21
H (0.6427, -0.8452, 3.3910)  0.58
H (4.8712, -0.3999, 3.5879)  0.48
H (4.9521, 0.3897, -0.8768)  0.65
H (4.7549, 0.7850, -3.2890)  0.45
H (2.4706, 0.9204, -4.3265)  0.50
H (0.5081, 0.5643, -2.8498)  0.51
O (-5.1449, 6.4019, 5.0659)  -0.52
C (-3.8651, 6.1813, 5.4814)  0.59
O (-3.3561, 6.9893, 6.2130)  -0.60
C (-3.2049, 4.9428, 4.9964)  1.04
C (-3.7745, 4.0542, 4.0846)  -0.89
C (-3.1146, 2.9049, 3.6920)  -0.86
C (-1.8356, 2.5723, 4.1855)  0.50
S (-0.9799, 1.1434, 3.6981)  -0.25
C (-1.2715, 3.4896, 5.1006)  -0.62
C (-1.9362, 4.6337, 5.4921)  -0.73
H (-5.4314, 5.6642, 4.5155)  0.28
H (-4.7494, 4.2407, 3.6409)  0.11
H (-3.5930, 2.2310, 2.9900)  0.28
H (-0.2894, 3.2656, 5.4986)  0.40
H (-1.4861, 5.3214, 6.1975)  0.41
C (2.6304, 3.1283, 2.5085)  -1.07
C (2.5621, 3.8305, 1.1791)  0.75
C (3.6623, 4.4445, 0.6060)  -0.75
C (3.5574, 5.0823, -0.6246)  0.23
Cl (4.9710, 5.8585, -1.3108)  -0.28
C (2.3644, 5.1030, -1.3118)  -1.06
C (1.2452, 4.4893, -0.7535)  -0.83
C (1.3430, 3.8807, 0.4892)  1.07
O (0.3235, 3.2477, 1.1135)  -0.10
C (-0.9959, 3.4133, 0.6279)  -0.27
C (-1.2355, 2.5829, -0.6226)  0.55
O (-1.8268, 3.0358, -1.5847)  -0.68
O (-0.6929, 1.4062, -0.5732)  0.15
H (3.6642, 3.0392, 2.8437)  0.33
H (2.1797, 2.1348, 2.4542)  0.02
H (2.0542, 3.6694, 3.2639)  0.34
H (4.6146, 4.4267, 1.1221)  0.39
H (2.2990, 5.5807, -2.2802)  0.43
H (0.3178, 4.4664, -1.3120)  0.42
H (-1.2311, 4.4556, 0.4118)  0.39
H (-1.6283, 3.0520, 1.4410)  -0.61

As for the HOMO-LUMO gap: 6.34 eV. The calculation puts the energy relative to the best compared isomer or geometry (same formula, charge and spin) at 44.0 kJ/mol. As for the total charge: -1. The largest force on an atom is 0.01674 Eh/bohr.